[1]
DFT (wB97M-V/def2-TZVPD) results for a single C2HNO3 molecule.

Values from the calculation:
* highest occupied orbital energy: -0.405 Eh
* energy relative to the best compared isomer or geometry (same formula, charge and spin): 26.0 kcal/mol
* E_tot: -357.25116 a.u.
* SMILES: O=c1ocno1

Geometry (Å):
1 O -1.6727 -0.8896 -1.2694
2 C -0.8175 -0.4855 -0.5520
3 O 0.0047 0.6093 -0.7550
4 C 0.8049 0.6528 0.3382
5 N 0.5905 -0.2674 1.1934
6 O -0.4530 -1.0151 0.6421
7 H 1.5589 1.4261 0.4444

Results of the Löwdin charge analysis, in e, for atoms 1 through 4: 0.18 -0.51 0.14 -0.15



[2]
DFT (wB97M-V/def2-TZVPD) results for a single C2HNO3S molecule in a non-equilibrium geometry.

Values from the calculation:
* highest occupied orbital energy: -0.389 Eh
* energy relative to the best compared isomer or geometry (same formula, charge and spin): 60.2 kcal/mol
* E_tot: -755.39220 a.u.

Geometry (Å):
1 C 0.1608 -1.3645 -0.0679
2 C 0.2217 0.7556 0.7412
3 N -0.2232 -0.8440 -1.1191
4 O 0.4745 -0.6176 1.0183
5 O 0.9305 1.5835 1.1776
6 O -0.7821 2.1127 -1.1285
7 S -1.0534 0.8145 -0.5519
8 H 0.2711 -2.4403 -0.0697

Results of the Löwdin charge analysis, in e, for atoms 1 through 4: -0.34 -0.55 -0.05 0.02



[3]
DFT (wB97M-V/def2-TZVPD) results for a single C2HNO3S molecule in a non-equilibrium geometry.

Values from the calculation:
* highest occupied orbital energy (alpha / beta): -0.348 / -0.284 Eh
* energy relative to the best compared isomer or geometry (same formula, charge and spin): 120.6 kcal/mol
* E_tot: -755.29608 a.u.

Geometry (Å):
1 C 1.3699 -0.8845 -0.0108
2 C 0.1827 -0.2739 0.0169
3 N 1.2317 0.5645 0.3859
4 O 2.2397 -1.6587 -0.1513
5 O -3.5094 0.3039 -0.1869
6 O -1.1001 -0.3068 -0.1007
7 S -2.2836 0.9460 0.1906
8 H 1.8690 1.3094 -0.1436

Results of the Löwdin charge analysis, in e, for atoms 1 through 4: -0.38 -0.36 0.17 0.14



[4]
DFT (wB97M-V/def2-TZVPD) results for a single C2HNOS molecule in a non-equilibrium geometry.

Values from the calculation:
* highest occupied orbital energy: -0.408 Eh
* energy relative to the best compared isomer or geometry (same formula, charge and spin): 36.1 kcal/mol
* E_tot: -604.92944 a.u.
* SMILES: N#CC(=O)S

Geometry (Å):
1 N 2.1901 -1.0183 -0.1547
2 C 1.2548 -0.4315 0.2619
3 C 0.0216 0.5079 -0.0191
4 O 0.1891 1.6578 -0.0435
5 S -1.2411 -0.8161 -0.0198
6 H -2.4143 0.1002 -0.0249

Results of the Löwdin charge analysis, in e, for atoms 1 through 4: 0.15 -0.24 -0.78 0.11